Below is a structure of composition C39H50IrN5O2SSi, with properties calculated with ωB97M-V/def2-TZVPD.

Properties
maximum force: 0.0029 hartree/bohr
lowest unoccupied orbital energy: 0.33 eV
gap between HOMO and LUMO: 0.2491 Eh
DFT total energy: -74355.767 eV
HOMO level: -6.45 eV

The geometry in ORCA input format:
```
! wB97M-V def2-TZVPD RIJCOSX def2/J DEFGRID3
* xyz 0 1
Ir -0.9312 -0.4180 0.8976
C -4.5661 -0.5296 0.0247
C -3.9224 0.7380 0.4888
C -4.6797 1.8688 0.7320
C -4.0601 3.0163 1.2303
C -2.7184 3.0256 1.5273
C -1.9931 1.8486 1.2831
N -2.5981 0.7716 0.7041
N -0.7236 1.5087 1.5545
Si 0.3358 2.3942 2.6434
C 2.0608 1.7326 2.5049
C -0.2703 2.2444 4.4069
C 0.3437 4.2073 2.1561
H -5.5525 -0.6295 0.4763
H -3.9649 -1.3921 0.2997
H -4.6966 -0.5353 -1.0570
H -5.7433 1.8469 0.5431
H -4.6501 3.9069 1.4075
H -2.2359 3.8958 1.9446
H 2.1583 0.7377 2.9383
H 2.7325 2.4013 3.0507
H 2.4003 1.6848 1.4676
H -0.1409 1.2306 4.7918
H -1.3271 2.5086 4.4949
H 0.2967 2.9216 5.0518
H 0.1990 4.3345 1.0823
H 1.3196 4.6298 2.4090
H -0.4081 4.8023 2.6790
C 5.7981 2.0259 -0.7754
C 4.8889 0.9840 -0.1845
C 5.1667 0.4116 1.0550
C 4.3284 -0.5454 1.6044
C 3.2016 -0.9348 0.8969
C 2.9168 -0.4001 -0.3494
C 3.7585 0.5619 -0.8806
S 2.1177 -2.1364 1.5876
O 1.8498 -3.1013 0.5533
O 2.6923 -2.5936 2.8263
N 0.7306 -1.3335 1.9097
C 0.0743 -1.3837 3.1152
C 0.4344 -1.8308 4.3946
C -0.5088 -1.7225 5.3953
C -1.7755 -1.1856 5.1557
C -2.0601 -0.7563 3.8803
N -1.1595 -0.8640 2.9062
H 6.3405 2.5658 0.0005
H 5.2334 2.7451 -1.3691
H 6.5353 1.5626 -1.4349
H 6.0458 0.7285 1.6037
H 4.5323 -0.9823 2.5724
H 2.0273 -0.7090 -0.8816
H 3.5144 1.0038 -1.8401
H 1.4109 -2.2464 4.5713
H -0.2532 -2.0630 6.3908
H -2.5114 -1.0982 5.9409
H -3.0101 -0.3126 3.6071
C 0.8110 1.5327 -5.5281
C 0.7491 1.6481 -4.0264
C 1.2583 2.7662 -3.3809
C 1.1730 2.8512 -1.9932
C 1.7327 4.0502 -1.2714
C 0.6002 1.8206 -1.2711
C 0.0903 0.6551 -1.8820
C 0.1735 0.6198 -3.2913
N -0.3646 -0.3779 -1.1011
C -0.8132 -1.6551 -1.6580
C 0.2334 -2.4583 -2.4606
C -0.3421 -3.8337 -2.8360
C -0.6750 -4.6352 -1.5736
C -1.7226 -3.8730 -0.7531
C -2.9941 -3.7010 -1.5829
C -2.6684 -2.9076 -2.8498
C -1.6138 -3.6552 -3.6711
C -2.1179 -1.5332 -2.4653
C -1.0806 -2.5192 -0.4121
H 1.2989 2.4011 -5.9698
H -0.1904 1.4551 -5.9568
H 1.3656 0.6426 -5.8320
H 1.7146 3.5674 -3.9515
H 2.3661 4.6447 -1.9305
H 2.3284 3.7481 -0.4057
H 0.9342 4.7008 -0.9091
H 0.5797 1.8832 -0.1935
H -0.2043 -0.2225 -3.8476
H 1.1264 -2.5850 -1.8425
H 0.5366 -1.9394 -3.3686
H 0.4056 -4.3768 -3.4200
H 0.2262 -4.7861 -0.9742
H -1.0670 -5.6201 -1.8461
H -1.9389 -4.4145 0.1715
H -3.7649 -3.1843 -1.0040
H -3.3973 -4.6843 -1.8433
H -3.5775 -2.7825 -3.4453
H -1.3888 -3.0942 -4.5839
H -1.9995 -4.6327 -3.9774
H -2.8341 -0.9763 -1.8636
H -1.9521 -0.9426 -3.3657
H -0.1423 -2.7283 0.0907
H -1.8376 -2.0096 0.2920
*
```